The following is a DFT calculation (ωB97M-V/def2-TZVPD) of the molecule C4H6N2.

Output
Orbital gap = 7.886 eV
HOMO energy = -7.4 eV
Charge = 0
Energy = -7221.7765 eV
Energy relative to the best compared isomer or geometry (same formula, charge and spin) = 88.0 kcal per mole

Each line ends with the Löwdin charge.
Cartesian coordinates (Å):
N1 -1.918 -0.223 -0.090  0.137
C1 -0.470 0.024 -0.019  -0.405
C2 0.355 1.114 0.139  -0.107
N2 1.603 0.553 0.108  -0.023
C3 1.506 -0.823 -0.064  -0.205
C4 0.187 -1.219 -0.153  -0.116
H1 -2.410 0.164 -0.898  0.145
H2 -2.455 -0.043 0.760  0.145
H3 0.214 2.180 0.265  0.097
H4 2.463 1.072 0.195  0.133
H5 2.420 -1.404 -0.107  0.078
H6 -1.655 -1.281 -0.215  0.121


The following is a DFT calculation (ωB97M-V/def2-TZVPD) of a cluster of 2 separate species, C7H19NO in total.

Output
Orbital gap = 9.224 eV
HOMO energy = -8.3 eV
Charge = 0
Energy = -11103.8421 eV
SMILES = CCCN(C)C(C)C.O
Energy relative to the best compared isomer or geometry (same formula, charge and spin) = 29.2 kcal per mole

Each line ends with the Löwdin charge.
Cartesian coordinates (Å):
C1 0.095 1.894 -0.012  -0.247
C2 -0.734 3.170 0.181  -0.099
C3 -0.394 0.744 0.824  -0.249
N1 0.460 -0.428 0.812  -0.194
C4 1.090 -0.647 2.134  -0.070
C5 -0.888 -1.442 -0.981  -0.052
C6 -0.083 -1.690 0.313  -0.418
C7 1.009 -2.703 0.003  -0.083
H1 0.106 1.710 -1.089  0.063
H2 1.138 2.099 0.213  0.108
H3 -1.765 2.862 0.032  0.070
H4 -0.687 3.515 1.216  0.069
H5 -0.440 3.958 -0.503  0.070
H6 -0.535 1.123 1.840  0.117
H7 -1.408 0.432 0.558  0.118
H8 1.762 -1.490 2.011  0.064
H9 0.321 -0.926 2.866  0.089
H10 1.623 0.255 2.407  0.084
H11 -0.445 -1.931 -1.830  0.067
H12 -0.960 -0.384 -1.241  0.044
H13 -1.949 -1.686 -0.876  0.082
H14 -0.749 -2.171 1.040  0.133
H15 0.560 -3.518 -0.570  0.076
H16 1.402 -3.204 0.890  0.066
H17 1.849 -2.392 -0.606  0.084
H18 0.600 1.008 -2.776  0.025
H19 -0.788 0.595 -3.608  0.038
O1 -0.190 1.248 -3.250  -0.055


The following is a DFT calculation (ωB97M-V/def2-TZVPD) of a structure of composition C24H56AlNO15P3.

Output
Orbital gap = 4.190 eV
HOMO energy = -4.8 eV
Charge = -1
Energy = -92459.7297 eV

Each line ends with the Löwdin charge.
Cartesian coordinates (Å):
O1 10.207 -5.303 -1.467  -0.062
C1 9.984 -4.296 -2.203  -0.423
N1 9.389 -3.473 -2.996  0.004
Al1 8.890 -4.463 -4.617  0.174
C2 6.892 -4.211 -5.092  -0.328
C3 6.237 -3.232 -3.959  -0.300
C4 4.690 -2.872 -4.241  -0.183
C5 3.659 -3.588 -3.218  -0.170
O2 2.302 -3.315 -3.751  -0.136
C6 1.758 -4.467 -4.377  -0.258
O3 2.446 -5.198 -5.129  0.016
H1 9.179 -6.038 -4.407  -0.106
H2 9.876 -3.917 -5.763  -0.135
H3 6.890 -3.641 -6.098  0.040
H4 6.330 -5.209 -5.187  0.043
H5 6.428 -3.667 -2.906  0.099
H6 6.819 -2.234 -4.065  0.096
H7 4.553 -1.732 -4.086  0.108
H8 4.409 -3.074 -5.339  0.115
H9 3.665 -3.079 -2.177  0.130
H10 3.865 -4.701 -3.069  0.130
H11 0.629 -4.651 -4.191  0.151
O4 1.526 0.183 -2.349  -0.210
P1 0.481 -0.094 -1.263  0.727
O5 -0.805 -0.191 -2.298  -0.227
C7 -0.943 -1.357 -3.097  -0.299
C8 -1.650 -2.453 -2.321  -0.084
O6 0.286 1.509 -0.861  -0.257
C9 1.437 2.333 -0.684  -0.307
C10 1.514 3.337 -1.815  -0.068
O7 -0.647 -0.451 -0.025  -0.227
C11 -0.442 0.057 1.287  -0.293
C12 -1.540 1.061 1.589  -0.061
H12 0.034 -1.698 -3.454  0.094
H13 -1.539 -1.081 -3.970  0.119
H14 -1.030 -2.797 -1.489  0.064
H15 -1.866 -3.306 -2.968  0.072
H16 -2.586 -2.083 -1.894  0.081
H17 2.351 1.736 -0.619  0.108
H18 1.326 2.860 0.269  0.103
H19 1.569 2.838 -2.786  0.077
H20 2.388 3.983 -1.705  0.079
H21 0.616 3.961 -1.833  0.069
H22 0.549 0.502 1.399  0.111
H23 -0.512 -0.781 1.985  0.099
H24 -1.506 1.909 0.898  0.065
H25 -1.453 1.444 2.608  0.080
H26 -2.526 0.603 1.466  0.082
O8 1.693 5.904 1.801  -0.227
P2 0.513 6.582 2.507  0.719
O9 -0.494 6.632 1.196  -0.222
C13 -1.112 5.427 0.771  -0.301
C14 -2.375 5.168 1.572  -0.083
O10 1.132 8.119 2.349  -0.256
C15 2.508 8.350 2.637  -0.313
C16 3.249 8.660 1.352  -0.074
O11 -0.769 7.277 3.404  -0.222
C17 -0.479 8.120 4.514  -0.295
C18 -0.931 9.529 4.179  -0.067
H27 -0.416 4.586 0.856  0.092
H28 -1.364 5.546 -0.285  0.122
H29 -2.131 4.967 2.619  0.067
H30 -2.917 4.309 1.171  0.073
H31 -3.030 6.043 1.555  0.082
H32 2.957 7.499 3.157  0.104
H33 2.567 9.210 3.312  0.113
H34 3.161 7.839 0.637  0.076
H35 4.309 8.842 1.546  0.077
H36 2.824 9.545 0.871  0.078
H37 0.581 8.091 4.778  0.107
H38 -1.044 7.751 5.373  0.114
H39 -0.392 9.926 3.314  0.076
H40 -0.772 10.204 5.022  0.079
H41 -1.992 9.540 3.912  0.081
O12 -5.341 -2.376 1.992  -0.229
P3 -4.981 -3.820 2.360  0.717
O13 -3.508 -3.851 1.609  -0.220
C19 -2.426 -3.159 2.212  -0.308
C20 -1.762 -4.026 3.265  -0.079
O14 -5.859 -4.494 1.117  -0.255
C21 -7.174 -4.015 0.851  -0.314
C22 -7.183 -3.265 -0.466  -0.074
O15 -4.646 -5.416 2.882  -0.221
C23 -5.717 -6.332 3.089  -0.295
C24 -5.611 -7.437 2.055  -0.066
H42 -2.765 -2.211 2.642  0.104
H43 -1.708 -2.928 1.421  0.110
H44 -2.441 -4.200 4.104  0.066
H45 -0.857 -3.547 3.646  0.075
H46 -1.501 -5.004 2.853  0.085
H47 -7.544 -3.388 1.667  0.103
H48 -7.837 -4.884 0.784  0.113
H49 -6.486 -2.424 -0.446  0.076
H50 -8.182 -2.886 -0.693  0.076
H51 -6.861 -3.921 -1.280  0.079
H52 -6.688 -5.834 3.047  0.107
H53 -5.605 -6.757 4.089  0.114
H54 -5.707 -7.042 1.039  0.076
H55 -6.386 -8.191 2.205  0.079
H56 -4.631 -7.920 2.107  0.082


The following is a DFT calculation (ωB97M-V/def2-TZVPD) of a cluster of 8 separate species, C30H79N6O12 in total.

Output
Orbital gap = 5.899 eV
HOMO energy = -3.8 eV
Charge = -1
Energy = -65890.8781 eV
Energy relative to the best compared isomer or geometry (same formula, charge and spin) = 51.5 kcal per mole

Each line ends with the Löwdin charge.
Cartesian coordinates (Å):
N1 0.473 -0.662 -0.217  -0.739
O1 0.500 -1.863 -0.139  -0.079
O2 1.396 -0.029 0.236  -0.080
O3 -0.481 -0.038 -0.692  -0.102
C1 -4.857 2.569 5.605  -0.084
C2 -4.240 2.440 4.240  -0.524
C3 -5.301 2.449 3.124  -0.037
O4 -3.342 3.500 4.110  -0.036
H1 -5.603 1.815 5.856  0.074
H2 -5.448 3.479 5.710  0.082
H3 -4.071 2.528 6.359  0.075
H4 -3.702 1.492 4.218  0.134
H5 -4.995 1.794 2.308  0.077
H6 -5.375 3.485 2.797  0.082
H7 -6.243 2.039 3.488  0.070
H8 -2.717 3.401 4.831  0.087
C4 5.666 1.687 -6.602  -0.066
C5 4.916 2.573 -5.627  -0.498
C6 3.485 2.127 -5.366  -0.053
O5 5.604 2.673 -4.385  -0.064
H9 5.732 0.610 -6.443  0.082
H10 6.676 2.088 -6.683  0.072
H11 5.372 1.888 -7.633  0.074
H12 5.034 3.590 -6.000  0.128
H13 3.422 1.087 -5.046  0.089
H14 2.920 2.203 -6.294  0.071
H15 2.919 2.791 -4.713  0.079
H16 5.526 3.502 -3.907  0.087
C7 1.300 8.653 -4.504  -0.106
O6 -0.007 8.118 -4.416  -0.186
C8 -0.547 7.516 -5.531  -0.229
C9 -2.121 7.355 -5.294  -0.165
N2 -2.305 6.334 -4.264  -0.075
C10 -3.668 5.965 -3.944  -0.204
C11 -4.522 7.057 -3.199  -0.171
O7 -3.770 7.534 -2.039  -0.216
C12 -4.328 8.661 -1.355  -0.115
H17 1.958 7.813 -4.726  0.077
H18 1.659 8.995 -3.533  0.089
H19 1.533 9.352 -5.307  0.081
H20 0.075 6.654 -5.770  0.117
H21 -0.415 8.110 -6.436  0.105
H22 -2.652 7.106 -6.213  0.105
H23 -2.550 8.251 -4.845  0.112
H24 -2.004 5.490 -4.729  0.104
H25 -3.623 5.097 -3.286  0.119
H26 -4.209 5.570 -4.805  0.105
H27 -5.416 6.656 -2.720  0.112
H28 -4.757 7.932 -3.805  0.102
H29 -5.307 8.445 -0.926  0.078
H30 -4.401 9.542 -1.993  0.075
H31 -3.616 8.909 -0.567  0.086
C13 0.459 -1.692 9.731  -0.126
O8 1.083 -0.791 8.851  -0.208
C14 1.108 0.608 9.215  -0.175
C15 1.636 1.462 7.971  -0.187
N3 1.440 2.892 8.074  -0.067
C16 1.879 3.532 9.322  -0.201
C17 0.746 4.094 10.239  -0.209
O9 0.645 3.374 11.458  -0.193
C18 -0.501 3.609 12.238  -0.126
H32 1.007 -1.720 10.673  0.084
H33 0.592 -2.694 9.323  0.084
H34 -0.617 -1.545 9.825  0.084
H35 1.720 0.913 10.064  0.101
H36 0.057 0.783 9.443  0.115
H37 1.061 0.999 7.169  0.114
H38 2.681 1.197 7.812  0.113
H39 1.948 3.308 7.306  0.106
H40 2.470 4.425 9.118  0.107
H41 2.568 2.944 9.927  0.111
H42 -0.084 4.019 9.536  0.116
H43 0.962 5.145 10.432  0.111
H44 -1.419 3.295 11.741  0.086
H45 -0.566 4.652 12.549  0.079
H46 -0.500 3.135 13.219  0.081
C19 5.107 -6.238 2.743  -0.108
C20 6.154 -5.208 2.389  -0.403
C21 6.368 -5.179 0.821  -0.217
O10 7.198 -4.131 0.413  -0.187
C22 7.303 -3.840 -1.010  -0.084
N4 5.570 -3.943 2.831  0.029
H47 4.912 -6.316 3.812  0.073
H48 5.330 -7.250 2.405  0.067
H49 4.113 -6.060 2.333  0.080
H50 7.111 -5.452 2.851  0.134
H51 5.386 -5.083 0.356  0.120
H52 6.757 -6.141 0.486  0.116
H53 7.844 -2.911 -1.190  0.079
H54 6.353 -3.432 -1.354  0.083
H55 7.677 -4.616 -1.678  0.080
H56 5.322 -4.000 3.809  0.062
H57 4.659 -3.820 2.413  0.077
C23 -6.079 -4.956 -5.097  -0.079
C24 -5.950 -3.774 -4.151  -0.458
C25 -6.396 -3.996 -2.705  -0.195
O11 -7.804 -4.259 -2.545  -0.180
C26 -8.162 -4.310 -1.154  -0.120
N5 -4.561 -3.402 -4.316  0.035
H58 -5.800 -4.642 -6.103  0.075
H59 -7.138 -5.195 -5.191  0.071
H60 -5.531 -5.875 -4.886  0.079
H61 -6.559 -2.947 -4.515  0.137
H62 -6.025 -3.194 -2.067  0.125
H63 -5.924 -4.938 -2.427  0.123
H64 -9.212 -4.604 -1.148  0.081
H65 -8.016 -3.455 -0.494  0.083
H66 -7.679 -5.124 -0.614  0.078
H67 -3.971 -4.183 -4.065  0.074
H68 -4.358 -2.741 -3.580  0.072
C27 1.524 -9.100 -4.906  -0.042
C28 1.819 -7.660 -4.368  -0.479
C29 2.223 -6.642 -5.406  -0.177
O12 3.448 -7.031 -6.077  -0.193
C30 3.509 -6.887 -7.458  -0.142
N6 0.662 -7.174 -3.727  0.026
H69 2.387 -9.558 -5.389  0.068
H70 0.636 -9.040 -5.535  0.077
H71 1.364 -9.797 -4.085  0.065
H72 2.622 -7.692 -3.632  0.135
H73 2.394 -5.630 -5.040  0.130
H74 1.404 -6.503 -6.112  0.124
H75 3.117 -5.896 -7.687  0.080
H76 2.892 -7.574 -8.037  0.082
H77 4.529 -6.892 -7.843  0.085
H78 0.612 -7.716 -2.876  0.079
H79 0.913 -6.269 -3.355  0.083